No. 1
Molecular formula: C25H56GaI2N6O7
Method: DFT, ωB97M-V with the def2-TZVPD basis set

Geometry as XYZ:
```
97
Properties=species:S:1:pos:R:3
C 3.23596 -0.78365 4.26735
O 3.73235 0.56672 4.18200
C 3.97382 0.82223 2.76904
C 3.99458 2.36672 2.40203
C 2.56636 3.01128 2.06641
Ga 1.10975 2.78012 3.50729
C -0.76581 2.32487 2.70094
I -2.47628 3.54677 3.32190
C -0.95854 1.26883 1.78375
C 0.20588 0.30785 1.30736
I -2.94552 0.84612 0.92005
H 2.26514 -0.91060 3.67412
H 4.05410 -1.45663 3.82127
H 3.00968 -1.05331 5.34481
H 3.30649 0.19149 2.08647
H 5.04161 0.42988 2.57830
H 4.55310 2.97486 3.19531
H 4.61806 2.45316 1.43898
H 2.26512 2.64890 1.02361
H 2.74904 4.13941 1.95538
H 1.40485 1.65627 4.60425
H 0.98972 4.18367 4.30275
H 0.40893 -0.41377 2.16878
H -0.13636 -0.29543 0.40391
H 1.16398 0.83294 1.01848
C 6.31740 5.35036 -0.26596
O 5.46476 5.84799 0.44033
N 6.07682 4.63551 -1.39860
C 7.14681 4.06835 -2.19381
C 4.70271 4.43595 -1.82162
H 7.39160 5.44260 -0.03325
H 7.09903 4.48496 -3.20486
H 7.02008 2.98586 -2.23931
H 8.12106 4.29802 -1.75754
H 4.23409 5.40910 -1.98930
H 4.15527 3.91670 -1.03139
H 4.66747 3.84850 -2.73803
C -0.11373 7.68643 5.00194
O 0.39992 6.88807 4.25335
N -0.81028 7.37560 6.13355
C -1.39438 8.39754 6.97446
C -0.97558 5.97988 6.51345
H -0.05580 8.77337 4.81847
H -0.96685 8.32334 7.97833
H -2.47571 8.24317 7.02739
H -1.19508 9.39266 6.57413
H 0.00753 5.52596 6.65760
H -1.49209 5.44101 5.71438
H -1.55340 5.90693 7.43585
C -4.44794 -2.76702 0.84570
O -4.29802 -3.43304 -0.16408
N -4.91715 -3.23919 2.03278
C -5.06825 -2.38493 3.19404
C -5.27628 -4.63933 2.13874
H -4.20621 -1.69295 0.87624
H -4.44951 -2.77330 4.00697
H -6.11687 -2.38374 3.50320
H -4.76100 -1.36291 2.96854
H -4.40101 -5.25316 1.91185
H -6.05948 -4.86563 1.41070
H -5.63312 -4.86713 3.14327
C -7.75009 -3.96212 -2.13115
O -8.95709 -3.80371 -2.05317
N -6.95456 -3.46004 -3.11003
C -5.51924 -3.69299 -3.13642
C -7.55596 -2.66605 -4.16220
H -7.19259 -4.54879 -1.38301
H -5.00209 -2.73135 -3.09534
H -5.25630 -4.21144 -4.06780
H -5.20758 -4.30192 -2.28748
H -8.04992 -1.79754 -3.71964
H -8.30662 -3.26704 -4.68201
H -6.79700 -2.33457 -4.87066
C 6.67767 1.35842 -3.97585
O 5.88809 1.67237 -3.10643
N 7.06892 0.08674 -4.25627
C 8.01663 -0.21326 -5.30980
C 6.51815 -1.00465 -3.47405
H 7.15395 2.11035 -4.62655
H 7.54197 -0.87227 -6.04112
H 8.88539 -0.71577 -4.87711
H 8.34437 0.69850 -5.81051
H 5.43090 -1.00861 -3.57870
H 6.76658 -0.85301 -2.42121
H 6.92236 -1.95876 -3.81221
C -4.70185 -6.42696 -4.53752
O -4.11753 -5.42574 -4.90386
N -4.39375 -7.69698 -4.91391
C -5.13734 -8.84414 -4.43445
C -3.28478 -7.90889 -5.82431
H -5.55860 -6.37742 -3.84549
H -4.45812 -9.51299 -3.89991
H -5.57078 -9.37176 -5.28791
H -5.93800 -8.53590 -3.76133
H -2.37100 -7.51249 -5.37571
H -3.47739 -7.37192 -6.75606
H -3.15958 -8.97145 -6.03285
```

Output
Kohn-Sham gap, eV: 6.425
Charge: -1
Energy above the lowest of the compared OMol25 structures with the same formula, charge and spin, kcal/mol: 26.7

These are the Löwdin partial charges, in e, on atoms 1 to 8: -0.157, -0.270, -0.264, -0.258, -0.323, 0.294, -0.788, 0.589



No. 2
Molecular formula: C25H57Br2F3N4O7Si
Method: DFT, ωB97M-V with the def2-TZVPD basis set

Geometry as XYZ:
```
99
Properties=species:S:1:pos:R:3
C 2.19742 6.80246 7.18622
C 1.75382 5.50841 6.34557
Br 1.44281 5.79158 4.40601
C 1.62240 4.24642 6.92411
Br 2.03066 4.13559 8.88051
Si 1.12845 2.64397 6.00431
N 0.78767 1.27709 7.11231
C -0.33883 2.82575 4.79914
C -1.64691 3.47978 5.42701
O -1.83143 3.16909 6.83599
C -3.20217 2.89653 7.11836
C -4.19191 4.09873 6.82768
F -4.68866 4.13864 5.52125
F -5.32705 3.88703 7.64268
F -3.67993 5.35153 7.12718
H 3.27075 6.64324 7.50587
H 2.09465 7.71277 6.52708
H 1.46460 6.87242 8.04170
H 2.31460 2.22268 5.22207
H 0.23792 1.60349 7.91701
H 1.67342 0.86213 7.42612
H -0.09388 3.41435 3.85443
H -0.64963 1.79226 4.42356
H -1.66335 4.60900 5.30825
H -2.53555 3.01351 4.87635
H -3.29896 2.67023 8.23273
H -3.54028 1.94969 6.57451
C 2.57157 -3.13845 0.51829
O 3.31143 -1.93326 0.44851
C 3.16009 -1.24587 -0.79624
C 2.37737 0.05006 -0.60312
N 0.97251 -0.21883 -0.29563
C 0.22860 0.95525 0.16215
C 0.67311 1.60738 1.47864
O 0.45247 0.80052 2.62924
C 1.48248 -0.14050 2.89502
H 2.87188 -3.66850 1.42349
H 1.49709 -2.93738 0.58356
H 2.77542 -3.77982 -0.34417
H 2.70577 -1.87873 -1.56363
H 4.16619 -0.99179 -1.13677
H 2.43651 0.64906 -1.51685
H 2.86045 0.60907 0.20667
H 0.92406 -0.92528 0.42841
H -0.81137 0.63650 0.28199
H 0.23548 1.71000 -0.63177
H 0.05166 2.49778 1.62107
H 1.70701 1.96770 1.44636
H 2.46745 0.21954 2.58851
H 1.25468 -1.09346 2.41445
H 1.50310 -0.32108 3.97268
C -2.59216 -2.69836 -2.87873
O -3.04746 -2.71300 -1.53738
C -2.78898 -1.49506 -0.83826
C -4.09072 -0.75268 -0.54798
N -4.67994 -0.21398 -1.77365
C -6.05087 0.27250 -1.60949
C -7.12668 -0.75109 -1.21970
O -7.40414 -1.71437 -2.22880
C -6.52902 -2.83129 -2.23866
H -2.68247 -3.70964 -3.27813
H -3.20632 -2.03398 -3.49526
H -1.54330 -2.39305 -2.93844
H -2.07317 -0.85910 -1.37031
H -2.33235 -1.77397 0.11534
H -3.89223 0.06953 0.14629
H -4.77074 -1.45962 -0.05879
H -4.68433 -0.93760 -2.48189
H -6.34132 0.71240 -2.56785
H -6.05071 1.08752 -0.87761
H -8.06009 -0.19710 -1.07875
H -6.92122 -1.23825 -0.26030
H -6.17189 -3.09031 -1.23893
H -5.68835 -2.64873 -2.91038
H -7.07965 -3.68583 -2.63853
C 4.62797 -4.86048 -7.34486
O 4.97386 -3.51911 -7.64143
C 3.98194 -2.83288 -8.40592
C 3.30842 -1.74987 -7.56743
N 2.46073 -2.33307 -6.52764
C 2.00075 -1.36921 -5.52672
C 3.06473 -0.68581 -4.65620
O 3.73156 -1.56476 -3.75720
C 4.82912 -2.26713 -4.32045
H 5.50126 -5.34666 -6.90770
H 3.81387 -4.90433 -6.61413
H 4.34249 -5.40599 -8.24893
H 3.24772 -3.52074 -8.83866
H 4.50555 -2.34953 -9.23476
H 2.69591 -1.11723 -8.21661
H 4.10102 -1.13058 -7.13195
H 2.97893 -3.06057 -6.05072
H 1.32375 -1.91202 -4.86057
H 1.40018 -0.60138 -6.02615
H 2.54325 0.04019 -4.02387
H 3.78569 -0.10651 -5.24303
H 5.34300 -1.68884 -5.09198
H 4.50035 -3.22899 -4.71756
H 5.54035 -2.47775 -3.51817
```

Output
Kohn-Sham gap, eV: 8.816
SMILES string: C/C(Br)=C(\Br)[Si@@H](N)CCOCC(F)(F)F.COCCNCCOC.COCCNCCOC.COCCNCCOC

These are the Löwdin partial charges, in e, on atoms 1 to 8: -0.167, -0.727, 0.675, -0.712, 0.621, 0.483, -0.107, -0.269



No. 3
Molecular formula: C25H57N2O3
Method: DFT, ωB97M-V with the def2-TZVPD basis set

Geometry as XYZ:
```
87
Properties=species:S:1:pos:R:3
C 0.31388 -4.94976 -0.56929
C 0.70857 -3.59469 -1.18967
C -0.39205 -2.56380 -0.90308
C -1.73787 -3.05792 -1.46072
N -0.10678 -1.18231 -1.49057
C 1.33764 -0.92677 -1.82237
C 1.65494 0.52526 -2.20681
C 2.17714 1.39415 -1.04806
C 1.76375 2.87067 -1.14230
C 0.56646 3.28554 -0.28870
C 0.88828 3.50046 1.20701
C 0.00528 2.68644 2.15682
C 0.44495 1.20743 2.30572
C 0.49312 0.71598 3.76170
O 1.49235 -0.25047 3.99473
C 1.32811 -1.42022 3.24226
C -0.67907 -0.04030 -0.68482
C -2.00659 -0.34957 -0.00367
C -3.25670 -0.03886 -0.77655
N -2.08673 -0.81901 1.17563
H -0.36800 -5.51031 -1.20093
H -0.12161 -4.80897 0.41763
H 1.20945 -5.55411 -0.45745
H 0.83865 -3.71878 -2.26413
H 1.64455 -3.30474 -0.72075
H -0.43622 -2.48693 0.17838
H -2.27589 -3.57277 -0.67029
H -1.57410 -3.71876 -2.30490
H -2.35832 -2.21397 -1.75438
H -0.58700 -1.17216 -2.38920
H 1.59348 -1.56250 -2.66232
H 1.93464 -1.18502 -0.95425
H 0.82220 1.00257 -2.72570
H 2.44757 0.45461 -2.94974
H 1.90575 0.96551 -0.08306
H 3.26527 1.36200 -1.09640
H 1.51452 3.07279 -2.18660
H 2.59091 3.53659 -0.90996
H 0.21488 4.23463 -0.69465
H -0.27655 2.59671 -0.38396
H 0.73120 4.55115 1.44901
H 1.94063 3.28716 1.39618
H -1.02360 2.72167 1.79717
H -0.00170 3.15262 3.14136
H -0.28409 0.58929 1.77549
H 1.43266 1.08830 1.86560
H 0.68702 1.55851 4.41794
H -0.47705 0.28078 4.02719
H 0.27239 -1.70032 3.14638
H 1.76505 -1.33363 2.24130
H 1.84048 -2.23142 3.75336
H -0.82258 0.81327 -1.34063
H 0.05567 0.20918 0.07825
H -3.11179 -0.11690 -1.85435
H -4.06634 -0.69356 -0.46889
H -3.57620 0.98504 -0.57690
H -1.15301 -0.89794 1.58323
C 1.70185 7.92840 -1.43768
C 2.43591 7.04804 -2.43398
O 1.64159 6.00574 -2.97704
C 0.49619 6.41628 -3.70442
C 0.80750 7.27548 -4.91690
H 1.26319 7.32404 -0.64172
H 2.39311 8.64345 -0.99222
H 0.89833 8.49674 -1.90767
H 3.26324 6.54339 -1.93415
H 2.87336 7.65345 -3.23442
H -0.21557 6.92528 -3.04459
H 0.01923 5.48993 -4.02872
H 1.23477 8.23876 -4.63634
H -0.10557 7.47291 -5.47852
H 1.51880 6.77092 -5.57166
C -2.02718 -4.52240 2.87308
C -2.51451 -5.61239 1.93362
O -1.54218 -6.59692 1.64447
C -1.06784 -7.34595 2.75398
C -2.14815 -8.13151 3.47496
H -1.10618 -4.07665 2.48730
H -2.78174 -3.74059 2.96698
H -1.81506 -4.89988 3.87333
H -2.76495 -5.17261 0.96560
H -3.43361 -6.06821 2.31573
H -0.53097 -6.69570 3.45407
H -0.33332 -8.03368 2.33596
H -2.87738 -7.47961 3.95845
H -1.70061 -8.75357 4.24963
H -2.68383 -8.77496 2.77657
```

Output
Kohn-Sham gap, eV: 9.090
Charge: +1
Energy above the lowest of the compared OMol25 structures with the same formula, charge and spin, kcal/mol: 0.0

These are the Löwdin partial charges, in e, on atoms 1 to 8: -0.066, -0.206, -0.286, 0.002, -0.026, -0.108, -0.161, -0.183



| no. | energy (Eh) |
| --- | --- |
| 1 | -4361.44686 |
| 2 | -7469.39882 |
| 3 | -1321.65711 |